# 1
Entry from OMol25: a structure of composition C16H24N2OPPdSSe2 (ωB97M-V/def2-TZVPD).

Values from the calculation:
Strongest force on any atom ... 0.8 eV/A
Highest occupied orbital energy ... -10.97 eV
ΔE to the lowest compared entry with this formula, charge and spin ... 1.299 eV
Frontier orbital gap ... 7.36 eV
Total charge ... +1

Positions of all 48 atoms, in Å:
Pd  1.220  1.212  0.460
N  2.145  1.854  2.205
C  3.615  1.972  2.010
C  4.145  0.730  1.333
N  3.600  0.701  -0.021
H  1.769  2.744  2.518
H  1.955  1.168  2.927
H  4.119  2.138  2.963
H  3.788  2.842  1.376
H  3.777  -0.153  1.863
H  5.237  0.712  1.376
H  3.760  -0.180  -0.493
H  3.998  1.430  -0.601
Se  0.471  0.269  -1.675
P  -0.391  -1.142  -0.253
Se  0.203  -0.650  1.773
C  -2.194  -1.041  -0.413
C  -3.012  -0.882  0.700
C  -4.389  -0.780  0.542
C  -4.950  -0.840  -0.723
C  -4.135  -1.003  -1.838
C  -2.763  -1.095  -1.686
C  0.111  -2.826  -0.674
C  0.620  -3.690  0.287
C  1.014  -4.972  -0.075
C  0.901  -5.390  -1.391
C  0.393  -4.526  -2.355
C  0.007  -3.246  -2.002
H  -2.579  -0.843  1.691
H  -5.020  -0.657  1.412
H  -6.022  -0.757  -0.845
H  -4.570  -1.052  -2.827
H  -2.138  -1.188  -2.565
H  0.707  -3.369  1.316
H  1.413  -5.642  0.676
H  1.214  -6.387  -1.671
H  0.305  -4.850  -3.384
H  -0.357  -2.572  -2.767
C  -1.464  3.083  0.437
S  -0.030  4.090  0.770
C  -0.533  5.464  -0.242
O  1.149  3.458  0.031
H  -2.348  3.634  0.758
H  -1.377  2.160  1.005
H  -1.492  2.872  -0.632
H  -1.420  5.913  0.204
H  -0.733  5.100  -1.249
H  0.281  6.187  -0.251

Atoms 1-2, force components in eV/Å:
0.6144 0.2330 0.3237
0.1066 -0.1014 0.1560

***

# 2
Entry from OMol25: a cluster of 8 separate species, C16H24N8 in total at a distorted geometry (ωB97M-V/def2-TZVPD).

Values from the calculation:
SMILES string ... CC#N.CC#N.CC#N.CC#N.CC#N.CC#N.CC#N.CC#N
Strongest force on any atom ... 4.9 eV/A
Highest occupied orbital energy ... -10.83 eV
ΔE to the lowest compared entry with this formula, charge and spin ... 1.685 eV
Frontier orbital gap ... 10.93 eV

Positions of all 48 atoms, in Å:
C  -16.330  -15.255  4.230
C  -16.621  -16.432  4.996
N  -16.939  -17.319  5.632
H  -16.068  -14.442  4.908
H  -17.188  -14.841  3.700
H  -15.420  -15.363  3.640
C  -16.862  -10.632  5.506
C  -17.435  -11.979  5.371
N  -17.957  -12.960  5.280
H  -16.072  -10.678  6.256
H  -17.579  -10.016  6.048
H  -16.612  -10.224  4.526
C  -10.208  -9.140  7.226
C  -9.042  -8.974  6.373
N  -8.092  -8.779  5.733
H  -10.900  -9.883  6.830
H  -10.668  -8.159  7.348
H  -9.721  -9.494  8.135
C  -13.054  -8.378  8.749
C  -13.910  -9.443  9.370
N  -14.559  -10.287  9.820
H  -12.436  -8.237  9.635
H  -13.493  -7.481  8.310
H  -12.504  -8.950  8.002
C  -13.217  -12.150  7.280
C  -13.222  -12.972  6.150
N  -13.225  -13.697  5.251
H  -13.563  -12.772  8.106
H  -13.838  -11.267  7.130
H  -12.182  -12.008  7.592
C  -6.823  -11.807  7.550
C  -8.289  -12.023  7.354
N  -9.434  -12.219  7.291
H  -6.468  -10.776  7.541
H  -6.525  -12.122  6.550
H  -6.289  -12.462  8.238
C  -14.531  -8.278  3.389
C  -13.974  -9.014  4.526
N  -13.511  -9.650  5.417
H  -13.914  -8.387  2.497
H  -14.679  -7.229  3.643
H  -15.497  -8.755  3.224
C  -13.682  -13.202  2.007
C  -14.780  -12.237  1.990
N  -15.585  -11.408  2.008
H  -13.288  -13.299  0.995
H  -14.126  -14.192  2.106
H  -12.983  -12.944  2.802

Atoms 1-2, force components in eV/Å:
0.8099 1.2975 0.0431
-0.2457 0.6081 -0.4269

***

# 3
Entry from OMol25: an isolated molecule of C16H24O5 at a distorted geometry (ωB97M-V/def2-TZVPD).

Values from the calculation:
SMILES string ... COC(C[C@H]1O[C@H]1[C@H](O)[C@@H](C)OCc1ccccc1)OC
Strongest force on any atom ... 1.5 eV/A
Highest occupied orbital energy ... -9.26 eV
ΔE to the lowest compared entry with this formula, charge and spin ... 1.300 eV
Frontier orbital gap ... 10.15 eV

Positions of all 45 atoms, in Å:
C  -5.749  -0.779  1.133
O  -4.646  0.075  1.385
C  -3.967  0.536  0.244
C  -3.328  -0.577  -0.596
C  -2.383  -1.392  0.253
O  -1.540  -2.330  -0.365
C  -0.926  -1.220  0.237
C  -0.202  -0.267  -0.706
O  -0.643  -0.429  -2.027
C  1.327  -0.508  -0.600
C  2.067  0.416  -1.564
O  1.674  -0.299  0.755
C  2.851  -0.950  1.188
C  4.129  -0.282  0.743
C  5.146  -1.007  0.137
C  6.312  -0.377  -0.262
C  6.469  0.984  -0.065
C  5.457  1.713  0.538
C  4.296  1.083  0.944
O  -4.799  1.268  -0.609
C  -5.244  2.493  -0.066
H  -6.337  -0.416  0.287
H  -5.422  -1.805  0.937
H  -6.355  -0.761  2.037
H  -3.179  1.184  0.667
H  -4.116  -1.216  -0.999
H  -2.807  -0.113  -1.432
H  -2.821  -1.745  1.185
H  -0.376  -1.431  1.149
H  -0.404  0.770  -0.416
H  -0.845  -1.372  -2.140
H  1.524  -1.559  -0.874
H  1.595  0.359  -2.541
H  3.113  0.133  -1.652
H  2.009  1.439  -1.201
H  2.792  -0.924  2.283
H  2.843  -2.001  0.863
H  5.025  -2.069  -0.024
H  7.098  -0.949  -0.733
H  7.377  1.476  -0.381
H  5.576  2.776  0.694
H  3.499  1.642  1.412
H  -5.781  2.339  0.875
H  -4.398  3.166  0.113
H  -5.912  2.929  -0.807

Atoms 1-2, force components in eV/Å:
0.0070 0.0360 -0.0342
0.0095 0.0802 0.1290

***

# 4
Entry from OMol25: a structure of composition C16H25BrNO3S4Tl at a distorted geometry (ωB97M-V/def2-TZVPD).

Values from the calculation:
Strongest force on any atom ... 2.3 eV/A
Highest occupied orbital energy ... -14.79 eV
ΔE to the lowest compared entry with this formula, charge and spin ... 0.951 eV
Frontier orbital gap ... 6.21 eV
Total charge ... +2

Positions of all 51 atoms, in Å:
Tl  -0.196  0.520  -0.581
C  1.965  0.209  -3.673
C  1.600  -1.201  -3.238
S  1.644  -1.627  -1.466
C  3.284  -1.035  -0.922
C  3.283  -0.100  0.281
S  2.379  1.481  0.199
C  3.048  2.259  -1.310
C  2.008  2.730  -2.316
S  0.862  1.529  -3.060
H  1.869  0.241  -4.759
H  2.987  0.477  -3.418
H  2.278  -1.898  -3.733
H  0.584  -1.455  -3.542
H  3.792  -0.606  -1.782
H  3.828  -1.933  -0.628
H  4.318  0.152  0.516
H  2.846  -0.590  1.152
H  3.791  1.593  -1.743
H  3.565  3.152  -0.957
H  2.524  3.199  -3.154
H  1.340  3.459  -1.855
Br  -2.915  -1.303  -0.992
C  -3.461  0.467  -0.653
C  -4.775  0.868  -0.526
C  -5.016  2.218  -0.278
C  -3.969  3.126  -0.182
C  -2.689  2.617  -0.330
N  -2.473  1.347  -0.547
C  -1.410  3.571  -0.276
O  -1.665  4.745  -0.181
O  -0.330  2.918  -0.368
H  -5.581  0.156  -0.620
H  -6.035  2.562  -0.153
H  -4.106  4.180  0.005
C  0.818  -4.121  1.881
C  -0.355  -3.152  1.832
S  0.204  -1.492  2.365
O  -0.589  -0.500  1.509
C  -0.608  -1.373  3.997
C  -2.119  -1.284  3.891
H  0.494  -5.109  1.558
H  1.206  -4.215  2.896
H  1.629  -3.796  1.229
H  -1.162  -3.484  2.481
H  -0.741  -3.019  0.821
H  -0.187  -0.478  4.457
H  -0.265  -2.249  4.551
H  -2.401  -0.521  3.168
H  -2.532  -1.009  4.859
H  -2.566  -2.231  3.593

Atoms 1-2, force components in eV/Å:
0.1173 1.5987 0.2956
-0.2490 0.3846 0.0387

***

# 5
Entry from OMol25: a structure of composition C16H25ClCrNO5P2S at a distorted geometry (ωB97M-V/def2-TZVPD).

Values from the calculation:
Strongest force on any atom ... 8.4 eV/A
Highest occupied orbital energy (spin up / spin down) ... -15.00 / -15.00 eV
ΔE to the lowest compared entry with this formula, charge and spin ... 0.000 eV
Frontier orbital gap (spin up / spin down) ... 4.97 / 5.72 eV
Multiplicity ... 4
Total charge ... +2

Positions of all 52 atoms, in Å:
C  2.500  6.417  -2.049
C  2.298  5.007  -1.628
H  2.536  6.452  -3.136
H  3.438  6.793  -1.637
H  1.678  7.029  -1.681
O  2.286  4.015  -2.319
Cl  2.036  4.861  0.142
Cr  -0.025  0.042  -0.197
P  2.321  0.137  -0.067
C  3.137  -1.104  -1.121
C  3.324  1.593  -0.457
H  4.396  1.381  -0.311
H  3.963  -0.341  1.691
H  3.033  2.416  0.205
H  2.569  0.634  2.250
H  3.063  -0.759  -2.163
H  3.159  1.896  -1.496
C  2.871  -0.219  1.631
H  4.205  -1.191  -0.865
H  2.376  -1.122  2.005
H  2.644  -2.081  -1.029
P  -1.810  1.583  -0.368
C  -3.009  0.901  -1.565
C  -2.751  1.704  1.182
H  -1.081  3.882  -0.220
H  -2.760  3.758  -0.851
H  -1.374  3.379  -1.921
C  -1.746  3.321  -0.890
H  -2.134  2.237  1.920
H  -3.694  2.250  1.017
H  -3.960  1.453  -1.495
H  -3.180  -0.160  -1.330
H  -2.964  0.684  1.537
H  -2.595  0.991  -2.580
C  -0.180  -0.407  -2.049
O  -0.340  -0.768  -3.154
O  -2.838  -1.282  0.704
C  -1.926  -2.118  0.851
N  -0.618  -1.840  0.525
S  0.397  -3.181  0.583
O  0.750  -3.605  -0.744
O  1.443  -2.950  1.537
C  -0.855  -4.205  1.256
C  -0.737  -5.541  1.657
C  -1.884  -6.161  2.183
C  -3.094  -5.451  2.306
C  -3.170  -4.102  1.943
C  -2.037  -3.493  1.389
H  0.208  -6.053  1.539
H  -1.830  -7.210  2.464
H  -3.959  -5.964  2.705
H  -4.078  -3.508  2.101

Atoms 1-2, force components in eV/Å:
-0.0307 -0.0099 -0.2981
0.0210 -1.4433 -1.2505